1.
15
Properties=species:S:1:pos:R:3 method="wB97M-V/def2-TZVPD" multiplicity=1 e_lumo_ev=-3.646 e_above_lowest_kj_mol=44.8 total_charge=+1 orbital_gap_ev=11.19 e_tot_ha=-250.03676
N 1.013 -1.800 -1.349
H 1.434 -1.948 -2.275
H 0.669 -2.687 -0.997
H 1.696 -1.431 -0.710
H 0.204 -1.082 -1.404
O -0.952 -0.145 -1.557
C -1.097 0.670 -0.638
C -0.731 0.320 0.859
C 0.109 1.449 1.494
H -1.514 1.671 -0.863
H -0.150 -0.565 0.867
H -1.661 0.272 1.468
H 1.101 1.584 1.022
H 0.285 1.220 2.564
H -0.406 2.473 1.518

2.
15
Properties=species:S:1:pos:R:3 method="wB97M-V/def2-TZVPD" multiplicity=1 e_lumo_ev=-5.026 e_above_lowest_kj_mol=102.5 total_charge=+1 orbital_gap_ev=10.15 e_tot_ha=-250.01476
C -1.376 2.181 -1.167
N -0.426 2.202 -0.330
H -1.675 3.075 -1.707
H -1.719 1.213 -1.521
H -0.057 1.322 0.157
H -0.078 3.063 0.080
C 1.096 -0.948 0.581
O 0.032 -0.012 0.948
C 0.482 -2.238 0.079
H 1.584 -0.430 -0.233
H 1.692 -1.134 1.464
H -0.529 -0.465 1.594
H -0.250 -2.172 -0.726
H 1.260 -2.967 -0.149
H -0.037 -2.690 0.929

3.
15
Properties=species:S:1:pos:R:3 method="wB97M-V/def2-TZVPD" multiplicity=1 e_lumo_ev=-4.176 e_above_lowest_kj_mol=134.5 total_charge=+1 orbital_gap_ev=7.25 e_tot_ha=-250.00259
C -1.625 -2.415 -3.975
N -2.910 -2.605 -3.238
H -1.798 -2.305 -5.060
H -1.260 -1.420 -3.684
H -0.918 -3.217 -3.741
H -2.779 -3.218 -2.429
H -3.514 -3.190 -3.827
H -3.324 -1.756 -2.852
O 1.723 2.256 2.601
C 1.849 2.613 3.746
C 3.170 3.022 4.343
H 1.000 2.653 4.429
H 3.496 2.194 4.966
H 2.924 3.903 4.979
H 3.964 3.487 3.742

4.
15
Properties=species:S:1:pos:R:3 method="wB97M-V/def2-TZVPD" multiplicity=1 e_lumo_ev=-3.435 e_above_lowest_kj_mol=172.7 total_charge=+1 orbital_gap_ev=10.31 e_tot_ha=-249.98803
C 0.236 -0.174 -1.911
N 0.418 0.945 -0.933
H -0.625 -0.076 -2.551
H 0.368 -1.114 -1.401
H 1.112 -0.129 -2.544
H -0.443 1.420 -0.659
H 0.865 0.715 -0.033
H 1.074 1.646 -1.289
C -1.386 -0.376 1.235
C -0.216 -0.251 1.829
O 1.074 -0.530 1.426
H -1.395 -0.550 0.156
H -2.313 -0.622 1.726
H -0.251 0.166 2.841
H 1.483 -1.070 2.110